Formula: C6H14
Source: the OMol25 dataset
Level of theory: wB97M-V/def2-TZVPD

Results
Total energy in Eh: -236.93877
HOMO energy in eV: -9.01
SMILES: C=C(C)C(C)C.[H][H]
Largest force on an atom in eV/Å: 0.7
Relative energy (zero: lowest compared OMol25 entry of this formula, charge and spin) in kcal/mol: 45.6

Last column: Mulliken charge in e.
Element x y z (Å)
C (-1.7113, 1.0425, -0.3709)  -0.7527
C (-0.7557, 0.1243, -0.2217)  0.1449
C (-0.9961, -1.3135, -0.6053)  -1.2665
C (0.6508, 0.5385, 0.1874)  0.7910
C (1.4503, -0.4150, 1.0896)  -1.5464
C (1.3973, 0.7728, -1.1290)  -1.4831
H (-1.5394, 2.0863, -0.1151)  0.2813
H (-2.7041, 0.7753, -0.7255)  0.2986
H (-1.6148, -0.0253, 1.6576)  0.0030
H (-1.3258, -0.5428, 2.1152)  0.0607
H (-0.6968, -1.4518, -1.6497)  0.3100
H (-2.0549, -1.5773, -0.5216)  0.4050
H (-0.4228, -2.0237, 0.0006)  0.2970
H (0.5682, 1.4958, 0.7205)  0.2555
H (1.6138, -1.3923, 0.6203)  0.3258
H (0.9806, -0.5811, 2.0651)  0.3400
H (2.4424, 0.0168, 1.2744)  0.4289
H (0.8033, 1.4299, -1.7713)  0.3502
H (2.3812, 1.2209, -0.9655)  0.4203
H (1.5338, -0.1804, -1.6551)  0.3365